The following is a quantum chemistry calculation of a structure of composition C20H17N5O3S, from OMol25.

Results
- Gap between HOMO and LUMO: 7.6 eV

Geometry as XYZ:
```
46
Properties=species:S:1:pos:R:3:lowdin_charge:R:1
O -1.06068 -0.76205 -1.43017 0.13
C -1.62309 -1.58912 -0.91647 -0.60
N -2.85609 -1.29593 -0.44643 0.10
C -3.69096 -0.21919 -0.40502 -0.32
C -3.09198 0.86988 -0.56984 0.02
C -3.92871 2.12231 -0.28967 -0.22
C -5.35005 2.00879 -0.08122 -0.11
C -5.89739 0.92091 -0.32818 -0.22
C -5.18362 -0.23815 -0.35778 -0.01
H -5.57760 -1.27287 -0.22672 0.10
H -7.00958 1.04091 -0.10347 0.15
H -5.93419 3.14607 -0.29908 0.20
O -3.26643 3.25048 -0.46430 0.04
H -2.30818 3.41386 -0.30434 0.14
H -2.05310 1.08624 -0.60781 0.10
H -3.54179 -2.20643 0.14602 0.27
C -1.19377 -3.13518 -0.57737 -0.22
H -0.38330 -3.20920 -1.16101 0.04
H -1.86091 -3.65182 -0.85095 -0.05
S -0.78300 -3.02031 1.26559 0.96
C -0.22351 -1.42555 1.20860 -0.59
N -1.02431 -0.28998 1.75423 0.10
N -0.14127 0.81142 1.54111 0.08
C 1.00543 0.36540 1.30738 -0.32
N 1.10345 -0.87523 0.77147 0.04
C 2.26148 -1.85896 0.52457 -0.08
C 2.78737 -1.47819 -0.70418 -0.17
C 2.23352 -0.59841 -1.84734 -0.06
C 3.18516 -0.33038 -2.50951 -0.16
C 4.43895 -0.61931 -1.86677 -0.17
O 4.13199 -1.07185 -0.82199 0.06
H 5.40783 -0.43955 -2.28821 0.14
H 3.21627 0.22452 -3.55440 0.16
H 1.12522 -0.82140 -2.04824 0.14
H 1.72167 -2.94227 0.35210 0.15
H 2.99912 -1.78009 1.33418 0.13
C 2.20724 1.21804 0.68996 -0.19
C 1.97111 2.36849 0.34951 -0.10
C 3.02804 3.21898 -0.17552 -0.05
C 4.17327 2.96169 0.41752 -0.10
N 4.56961 1.69729 1.24731 0.11
C 3.32696 1.06143 1.59384 -0.04
H 3.58471 0.11070 2.03744 0.09
H 5.11625 3.29370 0.14820 0.06
H 2.81948 4.12087 -0.86887 0.15
H 1.14176 2.49081 -0.31262 0.12
```

---

The following is a quantum chemistry calculation of a structure of composition C16H21Cl5F3IrN4O7Se, from OMol25.

Results
- Gap between HOMO and LUMO: 8.8 eV

Geometry as XYZ:
```
58
Properties=species:S:1:pos:R:3:lowdin_charge:R:1
Ir 0.45097 -0.21061 -0.10572 1.35
N -4.74754 0.33727 1.05538 0.06
C -3.41284 0.66388 0.57845 -0.40
C -2.75511 1.83835 1.30980 -0.10
C -1.37705 2.21092 0.76572 -0.30
N -0.34285 1.20682 1.18750 -0.04
C -1.40303 2.39258 -0.74636 -0.11
C -2.07211 1.23568 -1.48360 -0.31
N -1.24376 -0.00280 -1.43978 -0.01
C -3.45943 0.95922 -0.91591 -0.11
H -4.72142 -0.06792 1.98253 0.07
H -0.60778 -3.32046 -1.83119 0.02
H -5.33912 1.15989 1.08882 0.08
H -2.80352 -0.22781 0.73903 0.11
H -2.69154 1.62706 2.38218 0.12
H -3.40423 2.71448 1.20260 0.13
H -1.07867 3.15957 1.21769 0.15
H -0.71763 0.64275 1.95012 0.11
H 0.44528 1.72066 1.56995 0.02
H -0.39376 2.55227 -1.12456 0.10
H -1.97788 3.29803 -0.95962 0.13
H -2.17077 1.52082 -2.53309 0.15
H -0.82892 -0.17117 -2.36468 0.05
H -1.83907 -0.81364 -1.28425 0.09
H -3.92747 0.12195 -1.43785 0.13
H -4.09437 1.83595 -1.08520 0.13
Cl 1.70201 -3.14728 1.23096 0.78
C 2.50161 -1.67706 1.68464 -0.64
C 2.09447 -0.42894 1.17247 -0.30
C 2.88862 0.64377 1.60453 -0.64
Cl 2.58000 2.28015 1.03633 0.72
C 3.97143 0.52695 2.47735 -0.71
Cl 4.89365 1.90104 2.95641 0.68
C 4.31670 -0.72421 2.96669 -0.72
Cl 5.64087 -0.90037 4.04799 0.69
C 3.57829 -1.83093 2.56267 -0.70
Cl 4.02116 -3.38123 3.16160 0.69
F -2.73479 -4.14655 1.57811 0.18
C -2.09393 -3.04640 1.94866 -0.55
F -1.26482 -3.35293 2.94789 0.16
F -3.00920 -2.17580 2.43297 0.14
C -1.34107 -2.38769 0.76426 -0.56
O -1.50593 -2.82278 -0.36461 0.06
O -0.66140 -1.38449 1.15194 -0.18
C 2.85918 2.12970 -2.92230 0.03
C 2.50015 1.03246 -1.97168 -0.55
N 3.36694 0.05699 -1.76536 0.23
O 1.37970 1.10033 -1.41424 -0.19
H 3.90665 2.09798 -3.21262 0.09
H 2.63168 3.08858 -2.46106 0.09
H 2.23714 2.01943 -3.81132 0.10
H 4.20843 0.01278 -2.31306 0.13
H 3.05313 -0.78081 -1.28452 0.09
O 0.21323 -0.99111 -3.62776 -0.43
Se 1.00035 -2.16677 -2.85053 0.92
O -0.06784 -3.49837 -2.63610 -0.21
O 1.31898 -1.71159 -1.27638 -0.61
O 2.32827 -2.71858 -3.53192 -0.39
```

---

The following is a quantum chemistry calculation of a cluster of 9 separate species, C36H41Cl32FIN3O3 in total, from OMol25.

Results
- Gap between HOMO and LUMO: 6.8 eV
- Structure (SMILES): C#CCc1c(CCN)c(COCCOCCOCC)c(C[C@@H](C)I)c2nc([C@@H](C)F)c(CCC)nc12.ClC(Cl)(Cl)Cl.ClC(Cl)(Cl)Cl.ClC(Cl)(Cl)Cl.ClC(Cl)(Cl)Cl.ClC(Cl)(Cl)Cl.ClC(Cl)(Cl)Cl.ClC(Cl)(Cl)Cl.ClC(Cl)(Cl)Cl

Geometry as XYZ:
```
117
Properties=species:S:1:pos:R:3:lowdin_charge:R:1
C 1.41263 0.12032 5.05248 0.04
C 0.24477 0.41606 4.28631 -0.08
C -1.08477 0.27172 3.30960 -0.19
C -0.68361 0.06374 1.70399 -0.03
C 0.08952 -1.34045 1.23880 -0.03
C 0.43485 -2.49842 2.35102 -0.15
C -0.29612 -3.96125 2.00307 -0.26
N -1.72679 -3.81515 1.52822 -0.04
C 0.44269 -1.47298 -0.38830 0.00
C 1.23076 -2.86087 -0.83126 -0.15
O 2.49872 -3.06654 -0.05508 -0.21
C 3.47568 -2.01192 -0.37271 -0.18
C 3.59612 -0.82727 0.76139 -0.15
O 4.94485 -0.77653 1.41751 -0.20
C 4.59797 -0.40958 2.82985 -0.18
C 5.88392 0.11337 3.70199 -0.19
O 6.55835 1.19617 2.92893 -0.22
C 7.90327 1.28392 3.58832 -0.26
C 8.61873 2.64218 2.99591 -0.12
C 0.00883 -0.26716 -1.42948 -0.04
C 0.33444 -0.46736 -3.02351 -0.26
C 1.62579 0.37273 -3.58303 -0.70
C 2.23802 1.48465 -2.54619 -0.17
I 3.18740 -0.98200 -4.41951 0.75
C -0.74415 1.14762 -0.95032 -0.10
N -1.02050 2.14520 -2.04008 0.11
C -1.64653 3.34985 -1.39416 -0.06
C -1.99641 4.62562 -2.41789 -0.23
C -3.60631 4.78563 -2.72014 -0.07
F -1.33920 5.90274 -1.97222 -0.12
C -2.00368 3.57077 0.17804 -0.11
C -2.68745 4.98198 0.74460 -0.16
C -1.64488 5.77445 1.73512 -0.25
C -0.25378 6.27692 0.98759 -0.15
N -1.73207 2.50624 1.20376 0.04
C -1.07209 1.28216 0.63731 -0.08
H 2.40969 -0.24279 5.59508 0.06
H -1.80646 1.17672 3.49176 0.09
H -1.70584 -0.70374 3.59290 0.12
H 0.11442 -2.24375 3.44736 0.10
H 1.60771 -2.69482 2.37678 0.11
H -0.33838 -4.53095 3.04780 0.04
H 0.39147 -4.58270 1.28351 0.11
H -2.19793 -2.97421 1.97321 0.08
H -1.79284 -3.75576 0.47711 0.07
H 0.51453 -3.81076 -0.75218 0.13
H 1.58271 -2.84854 -1.97109 0.11
H 3.20236 -1.49265 -1.38851 0.06
H 4.53175 -2.50986 -0.46675 0.12
H 2.83846 -1.06023 1.62269 0.09
H 3.35326 0.23124 0.32438 0.13
H 4.15980 -1.38395 3.32669 0.13
H 3.78592 0.45957 2.86625 0.14
H 5.46970 0.60810 4.68901 0.13
H 6.60975 -0.75685 3.99419 0.13
H 7.70591 1.36705 4.74968 0.13
H 8.46628 0.28578 3.33339 0.09
H 8.39951 2.66216 1.82886 0.07
H 9.78697 2.56617 3.20543 0.05
H 8.12011 3.56508 3.53291 0.09
H -0.63147 -0.08141 -3.60938 0.04
H 0.47452 -1.58736 -3.36204 0.08
H 1.23750 0.98305 -4.53235 0.09
H 1.56064 2.46620 -2.56967 0.09
H 3.29058 1.83396 -2.97457 0.08
H 2.44207 1.09847 -1.46068 0.06
H -1.49346 4.38070 -3.47257 0.15
H -3.90902 5.88867 -2.46978 0.09
H -3.78739 4.58481 -3.88296 0.10
H -4.17396 4.02965 -2.02998 0.09
H -3.59266 4.62709 1.43765 0.07
H -3.16762 5.63664 -0.09759 0.11
H -2.20650 6.70564 2.20484 0.11
H -1.28918 5.11086 2.65907 0.12
H 0.47318 6.84124 1.72472 0.08
H 0.27825 5.35549 0.44635 0.09
H -0.56677 7.08887 0.17163 0.08
Cl 0.99403 -5.79299 5.29096 0.51
C -0.17397 -7.08679 4.92173 -2.01
Cl -0.35547 -8.14627 6.34258 0.51
Cl -1.75092 -6.36464 4.51404 0.52
Cl 0.41651 -8.04322 3.53921 0.51
Cl -7.16188 1.12907 1.82381 0.48
C -6.17396 2.41076 2.56929 -1.99
Cl -6.26896 2.27766 4.34341 0.52
Cl -4.47897 2.23177 2.05019 0.56
Cl -6.78605 4.00463 2.05963 0.52
Cl 11.07948 2.54935 0.68045 0.53
C 11.53813 0.85735 0.99862 -2.00
Cl 12.33935 0.74771 2.58616 0.51
Cl 10.07809 -0.16381 0.99843 0.53
Cl 12.65559 0.29615 -0.27068 0.51
Cl -3.10870 -3.30338 -3.66209 0.50
C -3.76185 -1.81329 -4.38835 -1.98
Cl -3.01613 -0.39591 -3.60785 0.56
Cl -3.39558 -1.79244 -6.13188 0.53
Cl -5.52710 -1.76150 -4.15163 0.47
Cl 8.83362 -1.68175 -2.74967 0.51
C 7.33814 -1.07411 -3.50384 -2.00
Cl 7.61465 0.57087 -4.12981 0.51
Cl 6.87030 -2.14923 -4.84538 0.49
Cl 6.03392 -1.03643 -2.29042 0.48
Cl -8.48670 -0.70319 -2.86059 0.45
C -8.26185 0.94352 -2.21853 -1.98
Cl -6.76021 1.00804 -1.26189 0.48
Cl -8.15467 2.09869 -3.57077 0.52
Cl -9.64595 1.37055 -1.18087 0.52
Cl -8.42786 -6.60973 -4.11191 0.51
C -7.44597 -5.26390 -3.48017 -1.97
Cl -8.39875 -3.75925 -3.52979 0.44
Cl -6.97314 -5.61227 -1.79804 0.53
Cl -5.98401 -5.07445 -4.48096 0.50
Cl -12.45550 -2.97385 -6.50959 0.52
C -12.24594 -3.34336 -4.77927 -1.99
Cl -11.13581 -2.15666 -4.04879 0.46
Cl -13.82557 -3.26217 -3.95911 0.52
Cl -11.56691 -4.98087 -4.59963 0.50
```

---

The following is a quantum chemistry calculation of a structure of composition C33H46NP3Zr, from OMol25.

Results
- Gap between HOMO and LUMO: 5.0 eV
- Net charge: +2

Geometry as XYZ:
```
84
Properties=species:S:1:pos:R:3:lowdin_charge:R:1
P -3.75453 1.20221 -3.74862 0.86
P -3.78442 -1.30089 -1.35576 0.78
C -5.25692 0.15117 -3.49998 -0.42
C -5.35052 -0.33628 -2.03331 -0.36
H -5.16625 -0.67871 -4.21003 0.08
H -6.13266 0.79788 -3.76884 0.09
H -5.57067 0.53725 -1.38449 0.09
H -6.26277 -0.96292 -1.94618 0.08
C -4.61017 -2.91746 -1.66195 -0.28
H -4.30732 -3.64584 -0.90909 0.05
H -4.32751 -3.26034 -2.66008 0.05
H -5.70420 -2.87443 -1.67146 0.06
C -4.00550 -1.03628 0.56531 -0.25
H -5.02951 -1.27636 0.96007 0.08
H -3.84620 0.02556 0.82046 0.05
H -3.20727 -1.61752 1.08640 -0.02
C -2.93411 0.86791 -5.34246 -0.26
H -1.88910 1.19879 -5.24881 0.02
H -3.46349 1.44886 -6.10451 0.05
H -2.95406 -0.19908 -5.55343 0.04
C -4.66550 2.72725 -4.31034 -0.27
H -5.20753 3.15212 -3.43935 0.05
H -5.39046 2.43555 -5.10781 0.06
H -3.99905 3.53441 -4.69960 0.05
Zr -1.38389 -1.86691 -1.10754 1.45
C -0.60815 2.57757 -0.87144 -0.06
C -0.91833 1.30297 -1.30116 -0.13
C -0.64667 0.50525 -2.57933 -0.24
C 0.56083 1.07764 -3.51775 -0.15
C 0.28192 2.40965 -4.07943 -0.13
C -0.89516 3.04905 -4.10851 -0.15
C -1.62991 3.51402 -2.91955 -0.22
C -0.66135 3.75096 -1.74281 -0.17
C 1.11433 -1.93346 -1.56621 -0.18
H -0.42750 2.82136 0.18820 0.08
H -1.52125 0.72367 -0.52353 0.05
H -1.57357 0.48098 -3.22166 0.01
H -0.37429 -0.63258 -2.49095 -0.01
H 1.47500 1.04834 -2.96315 0.10
H 0.76200 0.35926 -4.29943 0.12
H 1.14627 2.93940 -4.54347 0.14
H -1.27377 3.50772 -5.05699 0.13
H -2.40946 2.78441 -2.64002 0.03
H -2.20437 4.41667 -3.16978 0.12
H 0.34124 3.93503 -2.15031 0.13
H -0.87783 4.65753 -1.16000 0.13
H 1.64008 -2.91298 -1.50155 0.00
H 1.45788 -1.34268 -0.65767 -0.01
H 1.43311 -1.34548 -2.48334 0.00
N -0.71744 -1.49389 0.68259 -0.41
P 0.25339 -1.21953 1.96493 0.91
C 1.98073 -1.71130 1.65438 -0.35
C 3.04783 -0.79071 1.62050 -0.07
C 4.36691 -1.24255 1.48525 -0.04
C 4.61900 -2.58809 1.18265 -0.04
C 3.54784 -3.48102 1.08683 -0.05
C 2.23940 -3.04159 1.30179 -0.12
C 0.47347 0.41006 2.75674 -0.29
C -0.26594 1.52143 2.31678 -0.10
C -0.04079 2.81074 2.82392 -0.07
C 0.80176 3.00563 3.93924 -0.04
C 1.45058 1.87261 4.46705 -0.05
C 1.29853 0.61166 3.88000 -0.08
C -0.19437 -2.21441 3.41520 -0.30
C 0.79503 -2.76800 4.24066 -0.08
C 0.44900 -3.33731 5.46490 -0.05
C -0.87793 -3.35023 5.89812 -0.05
C -1.87548 -2.80643 5.07130 -0.06
C -1.54272 -2.24981 3.83415 -0.08
H 2.83644 0.27093 1.78248 0.11
H 5.20732 -0.55100 1.65095 0.12
H 5.64844 -2.93867 1.09965 0.12
H 3.73489 -4.53657 0.89211 0.12
H 1.40105 -3.72574 1.26451 0.11
H -1.06043 1.37130 1.58661 0.08
H -0.53046 3.66589 2.33978 0.11
H 0.92394 3.99060 4.41867 0.12
H 2.09555 1.98289 5.34042 0.12
H 1.83694 -0.24091 4.29176 0.11
H 1.83371 -2.72842 3.92391 0.11
H 1.23784 -3.75053 6.09081 0.12
H -1.13416 -3.78428 6.86808 0.12
H -2.91638 -2.80706 5.40915 0.12
H -2.34275 -1.82653 3.21862 0.09
```